[1]
Molecular formula: C40H46CuP2Si
Method: DFT, ωB97M-V with the def2-TZVPD basis set

Structure (XYZ):
```
90
Properties=species:S:1:pos:R:3:lowdin_charge:R:1
Cu 2.736 -3.205 2.168 0.54
P -4.760 1.582 -2.149 1.00
P -4.052 3.361 0.616 1.01
Si 6.608 -6.213 3.125 0.43
C -3.769 -0.820 -3.028 -0.11
C 1.356 -4.246 1.195 -0.16
C -4.607 4.976 1.387 -0.38
C 7.614 -6.930 1.714 -0.21
C -2.015 -1.147 -4.675 -0.08
C -4.224 6.252 0.936 -0.10
C 5.428 -4.904 2.447 -0.20
C -6.073 1.497 -4.745 -0.09
C -8.052 3.349 -4.006 -0.09
C 4.139 -2.667 -0.901 -0.11
C -1.858 0.244 -4.783 -0.08
C -2.365 3.158 1.271 -0.39
C 4.080 -0.782 1.744 -0.14
C 2.997 -1.970 -0.865 -0.14
C 5.503 -2.176 -0.596 -0.19
C -7.102 2.919 -3.069 -0.11
C 6.003 -2.205 0.870 -0.19
C -5.880 6.026 3.192 -0.08
C -2.971 -1.669 -3.791 -0.09
C -5.466 7.290 2.744 -0.09
C 0.272 2.760 2.120 -0.09
C -4.654 7.407 1.612 -0.08
C -0.325 1.863 1.218 -0.09
C -7.989 2.871 -5.327 -0.10
C 2.873 -0.522 -0.544 -0.19
C -5.472 4.876 2.501 -0.11
C -3.703 3.942 -1.066 -0.33
C 5.888 -7.641 4.131 -0.20
C 3.853 0.024 0.511 -0.21
C -7.008 1.939 -5.697 -0.08
C -3.623 0.579 -3.162 -0.43
C 4.400 -4.180 2.324 -0.17
C 5.097 -1.670 1.911 -0.17
C 7.822 -5.336 4.268 -0.21
C -0.480 3.833 2.621 -0.08
C -1.634 2.058 0.786 -0.10
C -6.082 2.013 -3.438 -0.35
C -1.805 4.024 2.217 -0.08
C -2.650 1.108 -4.013 -0.10
C -3.945 3.201 -2.180 -0.35
H 5.356 -7.291 5.027 0.03
H -2.507 2.185 -4.103 0.09
H -2.094 1.372 0.069 0.10
H 0.245 1.005 0.860 0.08
H 2.071 -2.481 -1.123 0.09
H -7.139 3.308 -2.048 0.10
H 5.344 -1.994 2.918 0.10
H 0.314 -3.895 1.299 0.00
H 6.946 -7.437 1.001 0.03
H 8.598 -6.027 4.639 0.03
H 1.310 2.614 2.437 0.10
H 1.844 -0.346 -0.178 0.09
H 6.269 -3.243 1.140 0.07
H -0.034 4.519 3.337 0.10
H 8.314 -4.525 3.707 0.03
H 8.114 -6.098 1.194 0.03
H 4.107 -3.746 -1.097 0.11
H -3.100 -2.748 -3.703 0.10
H -2.383 4.849 2.627 0.10
H 6.671 -8.331 4.484 0.03
H -5.809 3.889 2.821 0.09
H -4.518 -1.218 -2.344 0.10
H 1.632 -4.438 0.141 0.00
H 5.179 -8.239 3.543 0.03
H -3.263 4.935 -1.162 0.05
H -8.709 3.218 -6.067 0.10
H 8.385 -7.645 2.047 0.03
H -1.123 0.655 -5.470 0.10
H 1.480 -5.189 1.760 -0.01
H 3.440 0.985 0.857 0.11
H 5.649 -1.166 -1.000 0.10
H -6.955 1.556 -6.719 0.10
H -8.831 4.060 -3.715 0.10
H -3.752 3.613 -3.175 0.07
H 3.005 0.088 -1.460 0.12
H 6.178 -2.836 -1.159 0.11
H -3.585 6.371 0.061 0.09
H -4.349 8.387 1.242 0.10
H 7.302 -4.893 5.133 0.03
H -1.395 -1.819 -5.274 0.10
H 3.569 -0.410 2.639 0.10
H -5.786 8.181 3.278 0.10
H -6.519 5.926 4.068 0.10
H 4.812 0.258 0.018 0.11
H -5.315 0.768 -5.036 0.10
H 6.926 -1.595 0.893 0.13
```

Values from the calculation:
- gap between HOMO and LUMO (spin up / spin down) (eV) = 8.05 / 6.45
- lowest unoccupied orbital energy (spin up / spin down) (eV) = 0.071 / -1.528
- energy relative to the best compared isomer or geometry (same formula, charge and spin) (kJ/mol) = 0.0
- total energy (hartree) = -4164.27554
- multiplicity = 2
- expectation value of S² = 0.755
- HOMO level (spin up / spin down) (eV) = -7.98 / -7.98

[2]
Molecular formula: C40H46Ge3O4SV
Method: DFT, ωB97M-V with the def2-TZVPD basis set

Structure (XYZ):
```
95
Properties=species:S:1:pos:R:3:lowdin_charge:R:1
Ge -1.797 1.100 1.061 0.86
Ge 0.476 -1.188 1.934 0.97
Ge 0.493 2.406 -1.047 0.93
V 0.635 1.204 1.071 0.18
S 0.708 2.831 2.612 0.22
O 0.362 1.458 3.097 -0.41
O 0.869 3.784 3.685 -0.31
O 1.940 2.647 1.794 -0.36
O -0.368 3.194 1.658 -0.44
C 3.118 -1.623 -0.885 -0.06
C -1.926 -2.423 3.367 -0.23
C -0.435 -0.798 -4.268 -0.08
C -2.379 -0.218 -0.422 -0.33
C 4.161 2.022 -4.191 -0.13
C -2.963 2.563 -4.453 -0.06
C -3.738 -0.902 -0.251 -0.18
C -1.906 3.432 -2.471 -0.11
C -1.068 -3.429 3.840 -0.07
C 2.943 2.536 -4.618 -0.12
C 1.684 -0.096 0.503 -0.30
C -1.018 2.384 -2.398 -0.24
C 0.705 4.391 -0.856 -0.24
C -1.444 -1.216 2.697 -0.31
C -2.123 0.458 -5.432 -0.06
C 1.823 -3.858 1.471 -0.18
C -1.313 -0.643 -5.357 -0.11
C 1.494 -1.736 4.817 -0.18
C -4.558 2.292 0.691 -0.20
C 5.294 -1.019 0.722 -0.10
C 5.446 -1.912 -0.336 -0.12
C -2.184 -0.105 2.565 -0.23
C -3.307 -2.680 3.477 -0.05
C 3.253 1.776 -1.978 -0.11
C 2.931 -0.755 0.202 -0.34
C -2.079 1.461 -4.433 -0.18
C 4.316 1.651 -2.863 -0.10
C 2.005 2.237 -2.395 -0.28
C 1.881 2.633 -3.729 -0.12
C 1.845 -1.191 3.433 -0.32
C -1.141 1.342 -3.369 -0.21
C -3.133 2.603 1.144 -0.35
C 4.064 -0.449 0.987 -0.05
C -2.914 -4.839 4.475 -0.13
C -1.547 -4.608 4.380 -0.10
C -0.354 0.166 -3.300 -0.04
C -3.786 -3.857 4.020 -0.11
C 0.617 -3.022 1.040 -0.32
C 4.352 -2.196 -1.141 -0.11
C -2.891 3.515 -3.472 -0.09
H -3.070 0.038 3.193 0.06
H 3.377 1.523 -0.935 0.08
H -1.837 4.235 -1.744 0.09
H -3.700 2.635 -5.247 0.10
H -2.342 0.290 -1.382 0.03
H 4.472 -2.873 -1.980 0.09
H 0.300 0.035 -2.446 0.09
H 5.266 1.255 -2.518 0.09
H 1.851 -3.979 2.558 0.05
H 4.985 1.927 -4.890 0.08
H -1.582 -0.968 -0.418 0.04
H -4.856 -4.026 4.081 0.09
H 2.068 -0.128 3.520 0.04
H -1.363 -1.408 -6.123 0.09
H -2.830 0.565 -6.249 0.10
H -4.957 1.423 1.220 0.05
H -3.290 -5.776 4.868 0.08
H 2.821 2.858 -5.648 0.09
H -0.850 -5.361 4.729 0.09
H 2.753 -3.381 1.159 0.05
H 6.412 -2.358 -0.541 0.08
H 2.270 -1.472 5.543 0.06
H 3.943 0.273 1.784 0.12
H -3.821 -1.366 0.735 0.04
H 0.549 -1.320 5.173 0.07
H -4.551 -0.182 -0.355 0.03
H -0.002 -3.269 3.752 0.05
H -2.716 3.426 0.561 0.04
H -5.226 3.141 0.879 0.05
H 2.273 -1.820 -1.535 0.11
H -3.592 4.343 -3.476 0.09
H 0.931 3.022 -4.081 0.10
H 2.738 -1.691 3.052 0.05
H -4.585 2.078 -0.379 0.05
H 6.151 -0.768 1.338 0.09
H 0.762 4.872 -1.837 0.01
H 1.407 -2.825 4.818 0.04
H -4.006 -1.949 3.091 0.09
H 1.633 4.574 -0.310 0.01
H -3.887 -1.684 -1.008 0.05
H -0.307 -3.561 1.260 0.04
H -3.122 2.933 2.187 0.06
H 1.793 -4.862 1.031 0.06
H -0.111 4.819 -0.274 0.00
H 0.163 -1.698 -4.193 0.09
H 0.642 -2.864 -0.041 0.04
```

Values from the calculation:
- charge = -2
- gap between HOMO and LUMO (spin up / spin down) (eV) = 6.20 / 5.97
- lowest unoccupied orbital energy (spin up / spin down) (eV) = 4.430 / 4.430
- energy relative to the best compared isomer or geometry (same formula, charge and spin) (kJ/mol) = 0.0
- total energy (hartree) = -9425.70948
- multiplicity = 2
- expectation value of S² = 0.791
- HOMO level (spin up / spin down) (eV) = -1.77 / -1.54

[3]
Molecular formula: C40H46IMnN6O8S3
Method: DFT, ωB97M-V with the def2-TZVPD basis set

Structure (XYZ):
```
105
Properties=species:S:1:pos:R:3:lowdin_charge:R:1
I -0.471 -2.902 2.486 1.15
Mn 0.905 -1.182 0.676 0.66
S -3.055 -0.142 1.048 0.63
S -0.519 1.720 2.275 0.95
S 3.416 -0.468 3.289 1.06
O 2.676 -2.252 -0.262 -0.01
O 6.036 0.811 -5.659 0.11
O 4.379 1.771 -4.678 0.06
O 5.946 -4.770 -2.964 0.10
O 6.970 -3.819 -4.606 0.09
O 2.244 -0.160 -0.863 -0.08
O 0.217 0.971 1.189 -0.58
O 2.404 -0.654 2.199 -0.60
N 5.156 0.847 -4.833 -0.35
N 0.078 1.557 -1.968 -0.03
N 6.186 -3.824 -3.683 -0.35
N -5.684 -0.404 1.121 -0.05
N -1.436 2.457 -4.139 0.06
N -4.580 -1.576 -0.546 -0.03
C 5.457 -2.561 -3.406 -0.10
C 2.877 -1.255 -0.979 -0.61
C -1.924 5.648 0.498 -0.07
C 4.992 -0.329 -3.948 -0.11
C -0.455 -2.125 -0.741 -0.15
C -2.249 -3.730 -1.411 -0.20
C 3.029 2.143 2.263 -0.21
C 0.069 2.588 -4.142 -0.09
C -1.430 -3.127 -0.415 -0.27
C -1.127 -2.433 -3.095 -0.09
C 4.116 -0.228 -2.886 0.07
C -6.921 -1.163 1.142 -0.07
C 1.949 3.086 2.790 -0.20
C -3.398 -5.094 0.223 -0.08
C -1.651 -3.600 0.910 -0.61
C 1.346 -1.112 7.279 -0.06
C 4.571 -2.524 -2.344 0.09
C -4.538 -0.725 0.497 -0.85
C 1.201 -0.770 4.905 -0.13
C 2.583 -0.707 4.848 -0.40
C 5.694 -1.483 -4.239 0.09
C 0.634 1.466 -3.296 -0.20
C -2.532 5.134 1.637 -0.06
C -5.671 -1.757 -1.486 -0.07
C -1.057 3.253 1.551 -0.39
C 3.360 -0.865 5.986 -0.08
C 3.898 -1.337 -2.084 -0.08
C -3.224 -4.703 -1.068 -0.05
C 2.733 -1.053 7.208 -0.06
C -0.893 4.950 -0.118 -0.08
C -2.587 -4.537 1.236 -0.16
C -2.104 3.926 2.165 -0.07
C 0.582 -0.978 6.129 -0.06
C -2.009 2.475 -2.738 -0.08
C -0.454 3.740 0.403 -0.09
C -2.086 -3.344 -2.765 -0.06
C -1.355 1.357 -1.957 -0.21
C 0.730 2.404 3.398 -0.29
C 3.732 1.351 3.370 -0.27
C -0.329 -1.848 -2.086 -0.16
H -1.729 1.358 -0.932 0.07
H -6.362 -0.916 -1.434 0.08
H 3.327 -1.173 8.103 0.11
H 0.623 -0.661 3.997 0.03
H -0.498 -1.038 6.181 0.11
H 1.637 3.765 1.995 0.10
H -3.347 5.669 2.106 0.11
H -1.677 1.558 -4.564 0.18
H 6.382 -1.546 -5.067 0.14
H -6.727 -2.201 0.877 0.08
H 0.864 -1.277 8.232 0.11
H -0.416 5.362 -0.999 0.11
H 4.399 -3.394 -1.728 0.14
H -2.255 6.594 0.092 0.11
H -2.593 3.502 3.033 0.12
H -1.653 0.387 -2.391 0.11
H 1.012 1.571 4.042 0.06
H -4.134 -5.844 0.482 0.11
H -2.705 -3.812 -3.522 0.11
H -5.258 -1.786 -2.494 0.09
H 3.447 1.677 4.370 0.09
H -7.679 -0.754 0.472 0.08
H -0.963 -2.173 -4.136 0.10
H 0.543 0.925 -1.327 0.06
H -3.661 -1.867 -0.847 0.08
H -6.225 -2.682 -1.318 0.08
H 2.603 1.459 1.529 0.08
H 0.396 2.554 -5.179 0.14
H 0.436 -1.145 -2.406 0.06
H 3.601 0.694 -2.677 0.11
H 0.327 3.167 -0.079 0.10
H 1.717 1.561 -3.260 0.11
H 2.379 3.721 3.570 0.12
H -7.312 -1.152 2.158 0.09
H -1.771 3.453 -2.321 0.12
H -5.562 0.312 1.816 0.11
H -3.087 2.359 -2.833 0.14
H 3.782 2.735 1.742 0.12
H -2.705 -4.868 2.259 0.09
H 4.815 1.438 3.290 0.09
H -1.862 3.181 -4.714 0.18
H 0.290 3.562 -3.708 0.14
H 4.441 -0.852 5.924 0.12
H 0.147 3.096 4.012 0.10
H 0.409 0.506 -3.798 0.12
H -3.822 -5.137 -1.860 0.11
```

Values from the calculation:
- charge = +1
- gap between HOMO and LUMO (spin up / spin down) (eV) = 6.67 / 7.14
- lowest unoccupied orbital energy (spin up / spin down) (eV) = -2.538 / -2.538
- energy relative to the best compared isomer or geometry (same formula, charge and spin) (kJ/mol) = 115.5
- total energy (hartree) = -5125.20927
- multiplicity = 6
- expectation value of S² = 8.756
- HOMO level (spin up / spin down) (eV) = -9.21 / -9.67